C24H13Cl5N2NiOS as an isolated structure in a non-equilibrium geometry. Source: the Open Molecules 2025 dataset; level of theory: ωB97M-V/def2-TZVPD.

Cartesian coordinates (Å):
Ni 0.54 -0.17 -1.18
C 0.98 0.68 3.09
C 1.20 0.63 1.71
N 0.32 0.13 0.86
C -0.84 -0.36 1.34
C -1.15 -0.35 2.71
C -0.20 0.19 3.59
C -2.41 -0.89 3.14
C -3.29 -1.40 2.25
C -3.00 -1.42 0.85
C -3.87 -1.94 -0.12
C -3.50 -1.91 -1.45
C -2.26 -1.36 -1.80
N -1.43 -0.87 -0.91
C -1.78 -0.89 0.40
H 1.73 1.10 3.73
H 2.12 1.00 1.28
H -0.41 0.21 4.66
H -2.64 -0.88 4.20
H -4.24 -1.80 2.58
H -4.83 -2.35 0.18
H -4.15 -2.30 -2.22
H -1.95 -1.31 -2.83
Cl 2.90 0.40 -1.49
C 3.69 -1.16 -1.33
C 5.07 -1.14 -1.26
C 5.75 -2.35 -1.14
C 5.03 -3.53 -1.10
C 3.65 -3.51 -1.17
Cl 2.80 -5.02 -1.11
C 2.92 -2.32 -1.29
S 1.19 -2.34 -1.37
H 5.60 -0.20 -1.30
H 6.83 -2.36 -1.09
H 5.53 -4.48 -1.01
Cl -2.76 6.18 0.29
C -1.97 4.80 -0.39
C -0.61 4.63 -0.20
C 0.01 3.52 -0.74
Cl 1.73 3.39 -0.55
C -0.67 2.52 -1.48
O -0.11 1.48 -1.98
C -2.06 2.79 -1.66
Cl -2.98 1.68 -2.61
C -2.70 3.89 -1.14
H -0.03 5.36 0.36
H -3.76 4.03 -1.31

Properties
highest occupied orbital energy (spin up / spin down) = -7.494 / -7.556 eV
net charge = 0
electronic energy = -144620.273 eV
multiplicity = 3

Results of the Löwdin charge analysis, in e, for atoms 1 through 6: 0.297, -0.020, -0.096, 0.073, -0.120, -0.133